This record from OMol25 describes C31H22IrN2O4S as an isolated structure. The level of theory is ωB97M-V with the def2-TZVPD basis set.

Structure (XYZ):
```
61
Properties=species:S:1:pos:R:3:lowdin_spin:R:1
Ir 0.076 0.927 0.790 0.038
S -2.073 1.473 0.791 0.004
O 1.850 2.993 -2.263 0.001
O 5.570 2.564 1.831 0.000
O 0.351 2.031 -0.901 0.004
O 6.564 0.518 1.702 0.000
N -0.190 0.393 2.738 0.000
N 2.397 -0.020 -0.872 0.015
C 0.246 -2.859 -3.005 0.269
C 3.281 -0.903 -0.357 0.007
C 0.614 -0.320 4.860 0.000
C -0.453 -3.430 1.127 0.007
C -3.760 1.077 2.923 0.002
C -4.039 0.722 4.256 0.000
C 3.681 1.790 -0.053 0.000
C 2.161 -0.119 2.862 -0.001
C 0.771 -5.484 0.768 -0.002
C 0.818 0.004 3.501 0.003
C -3.046 0.281 5.087 0.002
C -1.473 -5.571 1.613 -0.002
C 4.369 -0.473 0.347 0.001
C -1.455 0.510 3.264 0.000
C -1.531 -4.185 1.589 0.018
C -1.725 0.169 4.600 0.000
C -0.636 -0.255 5.395 0.002
C 0.705 -4.102 0.734 0.015
C 1.404 -2.248 -3.582 0.005
C 2.603 1.318 -0.768 0.000
C 1.546 2.219 -1.393 0.001
C -0.044 -1.046 0.298 -0.019
C 0.378 -1.425 -1.051 0.236
C -2.483 0.983 2.425 0.000
C 4.565 0.895 0.540 0.000
C 5.719 1.391 1.464 0.000
C -0.218 -2.456 -1.763 -0.019
C 1.350 -0.555 -1.793 0.063
C -0.322 -6.226 1.199 0.019
C 1.974 -1.178 -3.002 0.166
C -0.547 -1.955 1.164 0.110
H -0.243 -3.674 -3.520 0.016
H -5.054 0.809 4.623 0.000
H -1.090 -1.605 2.031 0.005
H 3.831 2.852 0.091 0.000
H 2.830 -0.674 -3.433 0.008
H 1.680 -5.986 0.464 0.000
H -2.326 -6.138 1.963 -0.001
H 1.564 -3.531 0.403 0.001
H 0.780 0.320 -2.127 0.030
H -3.251 0.020 6.117 0.000
H 2.154 -0.959 2.166 0.000
H -2.428 -3.676 1.922 0.001
H 2.416 0.792 2.309 -0.001
H 5.088 -1.158 0.777 0.000
H -4.556 1.438 2.284 0.000
H -0.809 -0.514 6.433 0.000
H 3.048 -1.944 -0.537 0.004
H 1.465 -0.626 5.452 0.000
H 1.818 -2.649 -4.498 -0.005
H -0.270 -7.306 1.225 0.001
H 2.945 -0.285 3.599 0.000
H -1.049 -2.985 -1.318 -0.005
```

Properties
Multiplicity: 2
Frontier orbital gap (spin up / spin down): 6.5 / 6.5 eV
Expectation value of S²: 0.813
Relative energy (zero: lowest compared OMol25 entry of this formula, charge and spin): 0.833 eV